# C36H43BIrN7S3Se

A molecular structure, C36H43BIrN7S3Se in a non-equilibrium geometry (ωB97M-V/def2-TZVPD, OMol25).

Output
Gap between HOMO and LUMO (spin up / spin down)   6.1526 / 6.0783 eV
Total charge   +1
2S+1   2
ΔE to the lowest compared entry with this formula, charge and spin   0.000 eV
Expectation value of S²   0.766
Highest occupied orbital energy (spin up / spin down)   -0.3719 / -0.3717 Eh
E_tot   -149824.4871 eV

Atoms and positions in Å:
Ir: 0.1633 0.5654 -0.1530
C: -3.8788 -0.4911 2.0347
C: -4.7774 0.4710 1.2632
C: -4.7913 1.8678 1.8769
C: -6.2040 -0.0742 1.2694
N: -4.2995 0.5510 -0.1620
C: -5.0103 0.0814 -1.2558
C: -4.2631 0.3228 -2.3493
N: -3.0957 0.9353 -1.9415
B: -2.0478 1.4079 -2.9909
N: -1.3716 2.7434 -2.5516
C: -2.1108 3.8990 -2.5947
C: -1.3649 4.8855 -2.0613
N: -0.1656 4.3297 -1.6614
C: -0.1913 3.0170 -1.9708
S: 1.0973 1.8460 -1.6911
C: 0.8896 5.2170 -1.0308
C: 1.9994 4.4516 -0.3205
C: 1.4827 6.0716 -2.1468
C: 0.1796 6.0896 0.0101
N: -0.9897 0.3280 -3.3434
C: -0.3391 0.3953 -4.5520
C: 0.4207 -0.7120 -4.6752
N: 0.2313 -1.4688 -3.5349
C: -0.6103 -0.7978 -2.7272
S: -1.0220 -1.1585 -1.0622
C: 0.9830 -2.7562 -3.3005
C: 1.2503 -3.3924 -4.6717
C: 0.1762 -3.7393 -2.4560
C: 2.2938 -2.3890 -2.6106
C: -3.1343 1.0577 -0.6032
S: -1.8226 1.7211 0.3516
H: -4.2729 -0.6141 3.0437
H: -2.8594 -0.1185 2.1085
H: -3.8623 -1.4684 1.5491
H: -5.2612 1.8139 2.8588
H: -5.3710 2.5537 1.2570
H: -3.7892 2.2710 2.0058
H: -6.5590 -0.0644 2.2983
H: -6.2521 -1.1041 0.9138
H: -6.8814 0.5445 0.6794
H: -5.9737 -0.3812 -1.1723
H: -4.4576 0.1113 -3.3856
H: -2.6614 1.6304 -4.0018
H: -3.1010 3.9235 -3.0146
H: -1.5916 5.9258 -1.9314
H: 2.6258 3.8864 -1.0046
H: 1.6124 3.7715 0.4376
H: 2.6231 5.1973 0.1726
H: 2.0058 5.4479 -2.8734
H: 2.1973 6.7766 -1.7220
H: 0.7124 6.6404 -2.6690
H: -0.4155 5.4756 0.6876
H: -0.4665 6.8426 -0.4388
H: 0.9313 6.6155 0.5962
H: -0.4679 1.2283 -5.2204
H: 1.0790 -1.0142 -5.4665
H: 0.3871 -3.3033 -5.3325
H: 1.4517 -4.4526 -4.5362
H: 2.1173 -2.9534 -5.1666
H: -0.8437 -3.8491 -2.8319
H: 0.1474 -3.4577 -1.4078
H: 0.6652 -4.7106 -2.5244
H: 2.8571 -1.6704 -3.2094
H: 2.9029 -3.2852 -2.4812
H: 2.1054 -1.9551 -1.6270
N: 9.8522 -1.5200 0.5671
C: 8.7309 -1.2712 0.5760
C: 7.3198 -0.9609 0.5722
C: 6.3867 -1.9858 0.6941
C: 5.0364 -1.6918 0.6529
C: 4.6075 -0.3742 0.4823
C: 5.5515 0.6495 0.3758
C: 6.9020 0.3591 0.4227
C: 3.2064 -0.0829 0.3674
C: 2.0028 0.1132 0.3342
H: 6.7243 -3.0051 0.8219
H: 4.3022 -2.4813 0.7479
H: 5.2138 1.6692 0.2496
H: 7.6383 1.1464 0.3375
Se: 1.6085 -3.2000 1.2851
C: 2.0795 -4.9896 1.5463
C: 2.1999 -5.8607 0.4536
C: 2.5565 -7.1827 0.6501
C: 2.8012 -7.6504 1.9367
C: 2.6854 -6.7975 3.0282
C: 2.3259 -5.4745 2.8387
H: 2.0095 -5.4841 -0.5428
H: 2.6458 -7.8515 -0.1959
H: 3.0848 -8.6838 2.0886
H: 2.8774 -7.1662 4.0271
H: 2.2307 -4.8036 3.6820

Forces on atoms 1 to 6 (eV/Å):
Ir -0.6 0.7 1.3
C 0.1 0.0 0.0
C -0.1 -0.1 0.0
C 0.1 0.1 0.0
C 0.0 0.0 0.0
N -0.2 0.0 0.1